DFT (wB97M-V/def2-TZVPD) results for 28 unconnected molecules or ions with the total composition C12H63N2O30P in a non-equilibrium geometry.

Each line ends with the Löwdin charge.
Element x y z (Å)
O (4.011, 6.842, 1.992)  -0.061
H (-3.023, -6.609, 2.337)  0.034
C (-0.438, -1.043, 2.198)  -0.184
O (4.500, 2.655, -7.455)  -0.068
H (5.539, 5.034, -0.771)  0.049
O (4.760, 0.651, -12.256)  -0.054
O (-1.087, 0.412, -3.748)  -0.305
O (2.979, -1.839, 4.752)  -0.077
H (2.676, 9.892, 1.692)  0.043
C (-2.347, -0.933, -1.627)  -0.137
O (-6.566, -7.104, 0.720)  -0.061
H (3.258, 3.107, -5.221)  0.009
O (-0.624, -4.173, 5.916)  -0.059
O (2.923, 9.950, 2.624)  -0.053
O (5.448, 5.903, -0.360)  -0.051
O (-4.240, -8.722, 2.136)  -0.053
N (-1.154, -2.176, 1.879)  0.129
H (-7.431, -5.218, 3.911)  0.049
H (-1.407, -2.659, 7.469)  0.027
H (-3.605, -2.140, -3.098)  0.108
H (-2.454, 3.376, 1.251)  0.028
H (3.914, -1.669, 4.588)  0.062
O (2.697, 4.956, 3.783)  -0.063
H (-1.033, 2.753, 6.421)  0.044
H (1.535, 6.321, 3.197)  -0.012
O (1.117, 7.073, 2.750)  -0.066
H (-4.382, 0.026, -3.242)  0.068
O (0.716, 0.102, -9.921)  -0.043
H (0.242, -5.540, 0.984)  0.040
H (-2.619, -4.200, 0.828)  0.079
H (4.491, 1.876, -6.886)  0.035
O (-0.077, 2.353, -5.903)  -0.059
O (4.221, 3.870, 1.464)  -0.053
H (1.753, 2.876, -5.131)  0.000
O (1.049, 2.581, 2.797)  -0.060
H (-1.267, -0.458, 4.990)  0.073
O (-2.406, 1.989, -2.136)  -0.163
H (1.239, 7.807, 3.365)  0.035
H (-0.573, 2.041, -5.131)  0.015
H (4.055, 3.808, 0.516)  0.039
H (0.363, -0.364, -10.688)  0.058
O (0.227, -5.155, 1.869)  -0.067
H (4.391, 4.811, 1.610)  0.001
C (-3.123, -2.140, -2.085)  -0.003
H (-1.492, 2.962, 2.354)  0.006
H (-6.474, -6.391, 1.368)  0.011
H (3.408, 5.529, 3.456)  0.026
H (4.364, 0.559, -11.381)  -0.002
P (-2.296, 0.490, -2.860)  0.593
H (0.228, 1.065, 1.660)  0.092
O (-7.030, -5.131, 3.039)  -0.044
H (0.659, 2.513, 3.680)  0.015
C (-4.045, -4.632, -1.537)  -0.078
H (4.731, 2.029, 0.768)  0.008
H (-0.631, -4.947, 6.492)  0.054
H (4.001, 6.429, 1.115)  0.016
H (-0.168, 1.638, -6.541)  0.038
H (3.829, 10.282, 2.605)  0.046
O (3.198, 0.961, -9.437)  -0.071
O (-1.828, -1.906, 7.039)  -0.085
O (-3.658, 0.285, -3.862)  -0.186
C (-3.246, -3.348, -1.174)  -0.170
O (3.277, -3.934, 3.268)  -0.078
H (1.590, 3.381, 2.837)  0.014
H (5.101, 1.350, -0.545)  0.042
O (5.485, 1.842, 0.191)  -0.066
O (-2.433, 3.081, 2.168)  -0.064
O (3.815, 5.990, -2.664)  -0.064
N (-0.970, 0.315, 0.055)  0.109
C (-1.772, -2.081, 0.614)  -0.160
H (2.842, 0.495, -10.201)  0.014
H (-7.808, -8.742, -1.488)  0.030
H (6.258, 6.364, -0.608)  0.062
C (-2.567, -3.299, 0.143)  0.053
H (-8.126, -7.273, -1.267)  0.010
H (1.473, -0.981, 3.639)  0.091
H (-0.361, -4.524, 5.055)  0.051
H (4.760, 2.309, -8.318)  0.019
H (-1.738, -1.191, 7.681)  0.048
H (-3.321, -5.134, 2.561)  0.048
C (-4.948, -5.463, -1.567)  0.103
H (-0.426, -2.189, 5.352)  0.040
O (-0.645, 2.820, 5.541)  -0.050
C (-0.378, 0.179, 1.290)  -0.012
H (-6.154, -7.864, 1.149)  0.019
C (-1.652, -0.873, -0.258)  -0.180
C (-0.496, -1.236, 4.718)  0.020
H (3.092, 4.496, 4.534)  0.072
O (-3.422, -5.841, 1.910)  -0.063
H (2.612, -3.236, 3.213)  0.008
H (3.061, 6.174, -2.092)  0.036
H (-3.009, 1.923, -1.358)  0.078
H (-0.437, -4.455, 1.809)  -0.016
O (2.580, 2.734, -4.644)  -0.072
O (-8.219, -7.983, -1.916)  -0.070
H (-0.105, 3.620, 5.585)  0.040
H (3.346, 7.541, 1.928)  0.024
H (3.291, -4.317, 2.383)  0.039
H (-5.787, -6.209, -1.595)  0.044
H (2.980, -2.630, 5.306)  0.055
H (-4.090, -8.159, 1.364)  0.025
H (2.428, 1.108, -8.879)  0.031
C (0.330, -1.063, 3.574)  -0.097
H (-6.497, -4.329, 3.105)  0.047
H (-3.424, -9.230, 2.219)  0.051
H (-0.056, 0.250, -9.361)  0.053
H (5.288, 1.455, -12.190)  0.039
H (3.433, 5.497, -3.403)  0.033

Calculated values
ΔE to the lowest compared entry with this formula, charge and spin = 3.4 kcal/mol
energy = -3202.9041 Eh
maximum force = 4.6 eV Å⁻¹
highest occupied orbital energy = -7.9 eV

---

DFT (wB97M-V/def2-TZVPD) results for 22 unconnected molecules or ions with the total composition C12H68O22 in a non-equilibrium geometry.

Each line ends with the Löwdin charge.
Element x y z (Å)
C (2.430, 1.486, -2.934)  -0.298
H (3.199, 0.460, 2.226)  -0.001
H (-2.212, 0.003, 2.392)  0.091
H (5.744, -1.859, 0.732)  0.112
H (2.556, 3.120, -1.470)  0.083
H (2.605, 3.495, 4.523)  0.036
C (-3.581, 3.019, 4.654)  -0.082
H (-0.277, 2.252, 0.467)  -0.015
O (-1.095, 0.453, 5.890)  -0.054
H (1.136, -1.694, 3.519)  0.055
H (-2.243, 1.554, -1.918)  -0.015
O (-1.917, -1.117, -4.468)  -0.040
H (6.032, -2.154, -2.044)  0.064
H (-1.901, -0.361, -3.882)  -0.004
O (2.506, 0.308, 3.917)  -0.094
H (-2.339, -2.824, 3.527)  0.080
H (-1.317, 2.546, 2.606)  0.066
O (3.633, 0.718, 1.412)  -0.028
H (-3.947, -2.973, -1.642)  -0.006
H (2.416, -3.419, -6.688)  0.107
H (-2.636, 3.665, -2.310)  0.074
C (6.615, -1.608, -1.302)  -0.064
H (-1.653, 0.678, 5.145)  -0.003
H (-1.581, 3.866, 4.771)  0.117
H (-1.248, -0.096, 0.355)  0.033
H (2.669, 1.042, 4.514)  0.079
C (-1.739, -1.939, 3.315)  -0.055
H (-0.821, -2.191, 2.783)  0.069
C (-2.290, 3.455, 4.052)  -0.376
H (0.802, 4.747, 1.026)  -0.026
H (7.047, -0.708, -1.739)  0.073
H (-1.578, -1.544, 4.318)  0.062
O (-3.098, -1.607, 1.395)  -0.109
H (1.149, -1.032, -6.698)  0.071
H (1.618, 3.011, 3.483)  0.032
H (-5.326, -1.378, -0.607)  0.016
H (-3.544, 2.989, -1.305)  0.041
O (-0.610, 0.559, 0.071)  -0.031
H (-4.236, 2.388, 4.053)  0.079
H (0.916, 2.381, -1.698)  0.044
H (3.980, -0.352, -0.088)  0.042
H (-0.669, 1.277, 6.127)  0.029
H (-0.945, 3.518, -0.026)  0.024
O (0.387, -3.698, -6.282)  -0.074
H (2.332, -1.156, -5.451)  0.038
C (1.410, -1.611, -5.812)  -0.057
H (2.480, 0.538, -2.400)  0.075
C (1.622, -3.197, -5.975)  -0.307
H (-5.338, -3.399, -2.063)  0.069
H (1.835, 1.186, -3.797)  0.099
O (-1.684, 2.404, 3.481)  -0.075
H (4.397, 1.190, -3.465)  0.068
O (3.387, -1.827, -3.019)  -0.056
O (-2.313, -2.873, -2.137)  -0.028
C (2.718, -0.981, 4.523)  -0.288
O (1.195, 5.502, 1.463)  -0.067
H (-5.319, 0.728, -1.232)  -0.008
H (4.120, 1.510, 1.640)  0.057
H (-3.376, 2.396, 5.525)  0.064
H (-6.121, 1.589, -2.184)  0.050
C (1.842, 2.699, -2.177)  -0.054
H (1.839, -3.711, -5.039)  0.105
H (7.445, -2.212, -0.934)  0.072
O (-2.333, 0.678, -2.293)  -0.056
H (0.769, -1.353, -4.969)  0.032
H (2.116, -0.933, 5.431)  0.114
O (3.755, 1.880, -3.281)  -0.086
H (-3.688, -1.030, 0.906)  0.038
C (2.146, -2.074, 3.672)  -0.071
H (-3.572, -3.818, 1.482)  -0.005
O (-5.365, -0.665, 0.031)  -0.033
H (-2.844, -1.246, -4.668)  0.048
H (-3.623, -0.840, 3.065)  0.119
C (-2.653, -0.975, 2.588)  -0.300
H (3.742, -1.272, 4.759)  0.112
O (4.398, -1.039, -0.613)  -0.113
C (5.706, -1.207, -0.140)  -0.307
O (-2.627, 3.214, -1.466)  -0.021
H (-4.174, 3.799, 5.132)  0.076
O (-4.841, -3.067, -1.314)  -0.044
H (3.693, -1.754, -2.115)  -0.013
H (-2.473, 4.201, 3.279)  0.121
H (4.083, -1.426, -3.540)  0.036
H (-3.244, 0.634, -2.583)  0.017
O (-0.322, 3.195, 0.625)  -0.051
H (-0.153, 0.147, -0.663)  0.017
O (-4.234, -4.425, 1.152)  -0.066
H (0.473, -4.045, -7.173)  0.085
O (0.494, -1.445, -1.978)  -0.021
H (-4.472, -4.075, 0.293)  -0.024
H (1.403, -1.744, -2.019)  0.024
H (-2.326, -2.473, -3.006)  0.013
H (-6.180, -0.816, 0.511)  0.078
H (1.434, 3.496, -2.799)  0.072
H (1.367, 5.201, 2.355)  -0.015
O (-5.224, 1.391, -1.916)  -0.043
H (6.011, -0.206, 0.167)  0.107
O (2.025, 3.806, 3.828)  -0.028
H (2.549, -2.117, 2.660)  0.077
H (-1.464, -2.625, -1.771)  0.036
H (2.231, -3.068, 4.110)  0.091
H (0.310, -1.116, -2.858)  0.024

Calculated values
energy = -2153.2144 Eh
maximum force = 4.1 eV Å⁻¹
highest occupied orbital energy = -9.8 eV

---

DFT (wB97M-V/def2-TZVPD) results for 27 unconnected molecules or ions with the total composition C12H68O30 in a non-equilibrium geometry.

Each line ends with the Löwdin charge.
Element x y z (Å)
H (2.588, -0.009, 5.562)  0.051
O (-0.529, -2.781, -3.220)  -0.092
H (0.240, 4.422, 6.200)  0.046
H (-2.772, -2.571, -2.820)  0.001
H (-5.150, -1.801, -4.077)  0.033
O (1.846, -5.353, 6.664)  -0.059
H (3.525, 2.283, -0.943)  0.064
O (-1.124, -3.464, 4.693)  -0.043
H (-3.311, 2.928, -1.921)  0.060
O (-1.973, 0.552, 1.482)  -0.009
H (-1.706, -4.213, 7.801)  0.052
H (-1.350, 6.662, 3.622)  0.032
H (-4.541, 0.569, -7.111)  0.050
H (-3.708, 1.160, 0.292)  0.138
H (-5.511, 0.522, -5.939)  0.049
H (-0.352, -0.678, -3.205)  0.062
H (-3.973, 0.054, -4.187)  0.042
O (4.046, 2.233, -3.223)  -0.070
O (-0.830, -4.500, 7.518)  -0.056
O (3.268, 2.094, 8.328)  -0.067
H (1.383, 0.091, 6.488)  0.056
H (5.165, 7.435, -4.763)  0.046
H (-4.906, 1.885, -2.036)  0.094
H (6.437, 0.208, 0.380)  0.041
C (-2.486, -0.763, 1.384)  -0.408
C (0.355, 2.004, -0.018)  0.056
H (2.078, -0.289, -2.341)  0.098
H (-2.526, -1.095, -3.686)  0.044
H (7.587, -3.428, 1.112)  0.044
H (-1.047, -2.368, -5.047)  -0.022
H (-3.614, -0.098, -1.581)  0.119
H (3.643, 2.885, -3.807)  0.036
O (-0.778, -5.453, -3.233)  -0.060
H (6.762, 3.751, -4.574)  0.051
H (5.341, 4.294, -4.529)  0.019
O (-1.280, -2.354, -5.988)  -0.068
C (-2.999, 0.639, -2.230)  -0.319
C (-0.243, 0.071, -2.350)  0.008
O (-1.505, -1.829, 1.335)  0.037
H (6.095, -3.501, 1.401)  0.048
H (-1.145, -7.668, -5.503)  0.047
H (-1.553, 1.399, 3.712)  0.018
O (-0.809, -4.810, 0.762)  -0.041
O (5.594, -0.147, 0.683)  -0.073
O (5.853, 3.519, -4.799)  -0.065
O (-1.283, 4.457, -1.665)  -0.052
H (0.576, 2.727, 0.832)  0.111
C (-3.812, 2.018, -2.389)  -0.075
H (-0.995, -3.904, 1.043)  -0.007
H (3.703, 0.567, -0.293)  0.063
O (5.364, 6.528, -5.029)  -0.053
O (-0.661, 5.996, 3.730)  -0.070
H (4.167, 1.753, 8.238)  0.035
H (-1.557, 3.936, -0.894)  0.000
H (-0.645, -4.733, -0.187)  0.028
H (-0.352, 4.780, -3.571)  -0.002
H (2.940, 2.131, 7.420)  0.007
H (-1.349, -2.106, 0.402)  0.116
H (-0.279, -6.270, -3.344)  0.043
H (-2.635, -7.745, -5.207)  0.049
H (5.626, 1.671, 2.987)  0.036
O (-1.890, -7.133, -5.200)  -0.048
O (-2.126, 2.522, 0.240)  -0.141
C (-2.944, -0.033, -3.714)  -0.106
H (-0.987, -3.263, -2.517)  0.015
O (-0.687, 4.207, 6.362)  -0.055
H (-1.659, -1.476, -6.122)  0.024
H (4.845, 1.963, -3.692)  0.023
O (-0.077, 5.298, -4.342)  -0.070
O (1.349, -2.207, 2.694)  -0.049
H (-1.073, -5.237, -4.128)  0.033
O (-4.634, 0.225, -6.213)  -0.063
H (-0.946, 5.486, 4.501)  -0.002
O (-2.862, -2.913, -1.923)  -0.055
O (6.507, 1.385, 2.718)  -0.065
C (1.565, 1.276, -0.684)  -0.176
H (-3.020, -1.132, 4.147)  0.015
H (6.600, 1.730, 1.824)  0.024
H (-1.987, 5.109, -1.770)  0.053
H (-3.741, -2.620, -1.651)  0.036
H (0.653, -1.545, 2.591)  0.015
C (3.074, 1.520, -0.214)  -0.091
H (-2.243, 0.656, -4.324)  0.113
O (6.843, -2.891, 1.412)  -0.051
H (5.844, -0.853, 1.295)  0.021
H (-3.886, 2.241, -3.522)  0.085
H (5.528, 6.593, -5.978)  0.048
H (-2.004, -3.173, 4.972)  0.032
H (-0.324, 1.019, 4.530)  0.029
C (-1.480, 0.825, -1.707)  -0.043
H (0.965, -5.063, 6.943)  -0.013
H (-0.779, 5.950, -4.449)  0.026
H (-0.764, 3.282, 6.087)  0.016
H (-0.741, -4.138, 6.624)  0.001
H (0.218, -3.350, -3.444)  0.065
H (3.118, 2.008, 0.825)  0.079
O (1.851, 0.572, 5.792)  -0.051
O (-1.225, 1.361, 4.621)  -0.041
H (-1.033, -3.103, 3.802)  0.019
O (-5.428, -1.979, -3.169)  -0.050
C (-1.120, 1.776, -0.511)  -0.176
O (-3.185, -1.206, 5.095)  -0.047
H (1.939, -4.996, 5.773)  0.025
C (1.229, 0.290, -1.846)  -0.006
H (-5.933, -2.800, -3.237)  0.057
H (1.069, -2.725, 3.460)  0.018
H (-3.372, -0.300, 5.372)  0.044
C (-2.917, 1.550, 1.012)  -0.114
H (-3.333, 2.097, 1.927)  0.166
O (-3.688, -1.096, 1.383)  0.112

Calculated values
energy = -2754.9778 Eh
maximum force = 4.6 eV Å⁻¹
highest occupied orbital energy = -8.2 eV